# 1
47
Properties=species:S:1:pos:R:3:nbo_charge:R:1 method="wB97M-V/def2-TZVPD" spin_multiplicity=1 e_tot_ha=-1147.9365 de_lowest_kcal_mol=227.7 orbital_gap_ev=8.2 lumo_energy_ev=-0.45 homo_ev=-8.599
N -7.1958 -0.1178 0.5226 -0.33
C -5.9993 0.1994 0.3263 0.29
C -4.6464 0.7022 0.1670 -0.20
C -4.0111 0.1810 -0.9476 -0.15
C -2.7279 0.4353 -1.2027 -0.21
C -2.2014 1.3196 -0.0246 0.06
C -2.9842 1.6693 1.2019 -0.23
C -4.2322 1.4301 1.0502 -0.17
H -4.8417 1.7444 1.9360 0.23
H -2.4034 2.3802 1.7775 0.23
C -0.7997 2.0051 -0.1973 -0.06
C -0.3282 2.2832 -1.5565 -0.22
C 1.1321 2.3191 -1.7082 -0.17
C 1.9937 2.5160 -0.4638 0.26
C 1.4501 2.0715 0.6184 -0.30
C 0.0466 1.7555 1.0050 -0.16
H -0.2234 1.3319 1.9004 0.23
H 2.0604 1.9790 1.6954 0.23
O 3.3977 2.7809 -0.8286 -0.51
C 4.2120 2.3580 0.3337 -0.16
H 5.1706 2.5010 -0.3288 0.24
C 4.0314 0.9223 0.7640 0.63
O 4.4185 0.5487 1.7765 -0.59
N 3.6940 0.0847 -0.2352 -0.62
H 3.4992 0.6498 -1.5207 0.40
C 3.3700 -1.2953 -0.2183 -0.22
H 3.8192 -1.8929 0.6646 0.21
H 3.5821 -1.7518 -1.1193 0.20
C 1.6897 -1.3532 0.1276 -0.36
C 1.1358 -2.7010 0.0000 -0.11
C 1.7788 -3.7380 0.1520 -0.18
C 1.0724 -5.0871 -0.0015 -0.18
C -0.2042 -5.0661 -0.1996 -0.24
C -0.9332 -4.0547 -0.5077 -0.24
C -0.2788 -2.7838 -0.4093 -0.14
H -0.7364 -1.5959 -0.5803 0.20
H -1.9309 -3.9435 -0.9228 0.23
H -0.7519 -6.0331 -0.0130 0.21
H 1.6192 -5.9326 0.3546 0.21
H 2.6942 -3.7054 0.5768 0.20
H 1.3884 -0.7289 -0.5609 0.19
H 1.4294 -0.8130 1.2407 0.20
H 4.0555 2.8798 1.1513 0.19
H 1.4655 2.6526 -2.5250 0.18
H -0.9816 2.3079 -2.3844 0.23
H -2.0250 0.2271 -1.9207 0.23
H -4.4468 -0.5166 -1.6314 0.23

# 2
62
Properties=species:S:1:pos:R:3:nbo_charge:R:1 method="wB97M-V/def2-TZVPD" spin_multiplicity=1 e_tot_ha=-2233.3798 orbital_gap_ev=7.5 lumo_energy_ev=1.69 total_charge=-1 homo_ev=-5.815
C -6.4768 -3.0026 5.3648 -0.62
C -6.6605 -1.5432 5.8143 -0.39
C -5.5025 -0.9420 6.6206 -0.38
C -4.1096 -1.1974 6.0496 -0.41
C -3.0470 -0.2724 6.6414 -0.38
C -1.7123 -0.2963 5.8919 -0.41
C -1.0161 -1.6503 5.9803 -0.67
S 0.1518 -2.0795 4.6760 2.32
O 0.0240 -3.5169 4.5564 -0.99
O 1.4570 -1.6000 5.0826 -0.99
N -0.4072 -1.4327 3.3382 -1.27
S 0.0429 0.0041 2.8352 2.33
O -0.9463 0.4582 1.8783 -1.00
O 0.3842 0.9520 3.8732 -0.99
C 1.5571 -0.2793 1.9087 -0.71
C 1.3292 -0.4919 0.4348 0.06
C 2.4588 -0.2342 -0.4670 -0.13
O 1.9356 -1.6070 -0.1403 -0.52
H -5.4306 -3.2996 5.3237 0.22
H -6.8791 -3.1494 4.3612 0.21
H -7.0047 -3.6949 6.0224 0.20
H -6.8895 -0.9118 4.9535 0.19
H -7.5522 -1.5048 6.4482 0.19
H -5.5504 -1.2952 7.6559 0.19
H -5.6515 0.1425 6.6579 0.19
H -3.8271 -2.2319 6.2583 0.19
H -4.1068 -1.0929 4.9592 0.21
H -3.4335 0.7527 6.6237 0.19
H -2.8877 -0.5176 7.6989 0.18
H -1.8719 0.0051 4.8585 0.23
H -1.0608 0.4510 6.3489 0.21
H -1.7377 -2.4661 5.9417 0.22
H -0.4653 -1.7408 6.9175 0.23
H 2.0296 -1.1882 2.2765 0.26
H 2.2152 0.5743 2.0543 0.24
H 0.3396 -0.2222 0.0750 0.21
H 3.4520 -0.2607 -0.0387 0.19
H 2.3138 -0.1244 -1.5281 0.20
O 2.6497 2.1203 -2.3420 -0.56
C 2.1316 2.1981 -3.4149 0.79
O 2.7670 1.8360 -4.5576 -0.50
C 1.9456 2.1236 -5.7061 -0.08
C 0.5203 2.1849 -5.1685 -0.43
C 0.7403 2.7046 -3.7495 -0.53
H 2.2687 3.0815 -6.1238 0.17
H 2.1011 1.3488 -6.4507 0.22
H -0.1366 2.8027 -5.7769 0.22
H 0.0998 1.1792 -5.1309 0.21
H 0.7595 3.7951 -3.7043 0.23
H 0.0228 2.3302 -3.0245 0.25
O 2.3529 0.8527 -8.4677 -0.57
C 3.4851 1.0197 -8.8156 0.80
O 3.8799 2.1358 -9.4724 -0.49
C 5.2642 2.0320 -9.8477 -0.07
C 5.8614 1.0056 -8.8910 -0.43
C 4.6675 0.0885 -8.6347 -0.53
H 5.3123 1.7057 -10.8890 0.18
H 5.7138 3.0183 -9.7666 0.20
H 6.7357 0.5027 -9.2981 0.22
H 6.1539 1.4945 -7.9612 0.22
H 4.5860 -0.7091 -9.3753 0.24
H 4.6539 -0.3452 -7.6385 0.25

# 3
88
Properties=species:S:1:pos:R:3:mulliken_spin:R:1 method="wB97M-V/def2-TZVPD" spin_multiplicity=6 e_tot_ha=-3625.2819 s_squared=8.765 de_lowest_kcal_mol=41.0 orbital_gap_ev="6.5 / 6.3" lumo_energy_ev="0.48 / -1.06" homo_ev="-6.065 / -7.368"
C 0.5616 4.6911 1.1184 0.01
C -0.4279 4.0872 0.1792 0.01
H 1.2009 5.4258 0.6118 0.00
H 1.2059 3.9263 1.5675 0.00
H 0.0327 5.2080 1.9355 0.00
C -0.9412 4.7488 -0.8646 0.01
C -0.5960 6.1521 -1.2253 0.00
H -1.6775 4.2721 -1.5092 0.00
H 0.4871 6.3401 -1.2235 0.00
H -1.0657 6.8787 -0.5460 0.00
H -0.9731 6.3622 -2.2334 0.00
Ru 0.7670 -0.4838 0.3704 3.73
Cl -0.0435 -0.2449 2.5219 0.31
Cl 2.9062 -1.2715 -0.3737 0.26
C -2.5671 -1.0414 0.2786 0.00
O -1.4867 -0.8522 -0.3311 0.03
N -3.6739 -1.4944 -0.3472 0.01
C -3.6819 -1.6984 -1.7913 0.00
C -4.9599 -1.5828 0.3337 0.00
H -2.6819 -0.8564 1.3640 0.01
H -2.7098 -2.0849 -2.1129 0.00
H -3.8989 -0.7576 -2.3194 0.00
H -4.4737 -2.4210 -2.0212 0.00
H -4.8205 -1.4699 1.4117 0.00
H -5.4247 -2.5556 0.1296 0.00
H -5.6560 -0.8062 -0.0123 0.00
H 1.9124 2.7144 -1.9900 0.00
H -0.1787 3.2482 -3.6637 0.00
C 1.9992 1.8086 -2.6063 -0.01
C 0.0870 2.2673 -4.0853 0.00
N 0.6772 1.4090 -3.0724 0.01
H 2.4454 0.9962 -2.0280 0.00
C 0.1048 0.2371 -2.7252 0.02
O 0.6314 -0.5846 -1.9462 0.05
H -0.8121 1.7989 -4.4945 0.00
H -0.8797 0.0488 -3.2020 0.00
H 2.6206 2.0398 -3.4819 0.00
H 0.8084 2.4448 -4.8948 0.00
O 0.1789 1.9090 -0.1955 0.21
C -0.7798 2.6231 0.4486 -0.01
C -2.3299 1.9757 -1.4254 0.00
C -2.1492 2.1911 -0.0662 -0.03
H -1.4447 2.0372 -2.0666 0.00
C -3.6160 1.7935 -1.9357 0.00
H -0.7511 2.4919 1.5464 0.02
C -3.2192 2.0949 0.8143 0.01
H -3.7542 1.6871 -3.0147 0.00
C -4.7049 1.7629 -1.0632 0.00
C -4.4999 1.8949 0.3102 0.00
H -3.0290 2.2332 1.8802 0.00
H -5.7151 1.6216 -1.4543 0.00
H -5.3447 1.8485 0.9962 0.00
Si 4.1893 1.0515 1.8327 0.01
Cl 2.2537 1.4175 0.9138 0.12
C 5.3968 0.5675 0.5020 0.01
C 3.7265 -0.2441 3.0723 0.00
C 4.9079 2.5834 2.6521 0.01
H 5.0907 0.8640 -0.5077 0.00
H 5.5690 -0.5141 0.5191 0.00
H 6.3492 1.0639 0.7352 0.00
H 5.3411 3.2671 1.9098 0.00
H 5.7279 2.2876 3.3241 0.00
H 4.1744 3.1331 3.2528 0.00
H 2.6849 -0.5747 2.9547 0.00
H 3.8401 0.1905 4.0754 0.00
H 4.3922 -1.1118 3.0002 0.00
C 0.5286 -5.3559 2.3961 0.00
N -0.6591 -4.9835 1.5970 0.02
C -0.5308 -5.5571 0.2421 0.01
N 0.6937 -5.1084 -0.4487 0.02
C 1.8761 -5.4404 0.3767 -0.01
N 1.7788 -4.8929 1.7536 0.02
C 1.8766 -3.4347 1.7807 0.00
P 0.5459 -2.6134 0.7163 0.08
C -0.8890 -3.5442 1.5589 0.04
C 0.6332 -3.7033 -0.8260 0.03
H 0.5520 -6.4556 2.4807 0.00
H 0.4371 -4.8921 3.3882 0.00
H -1.4052 -5.2604 -0.3514 0.00
H -0.4799 -6.6531 0.3343 0.00
H 2.7806 -5.0477 -0.1108 0.00
H 1.9246 -6.5388 0.4467 0.00
H 1.7481 -3.0619 2.8097 0.00
H 2.8405 -3.1003 1.3752 0.00
H -1.8181 -3.3492 1.0064 0.00
H -0.9897 -3.1400 2.5761 0.00
H 1.5204 -3.4071 -1.4033 -0.01
H -0.2666 -3.5059 -1.4305 0.00

# 4
40
Properties=species:S:1:pos:R:3:nbo_charge:R:1 method="wB97M-V/def2-TZVPD" spin_multiplicity=1 e_tot_ha=-804.4748 orbital_gap_ev=9.6 lumo_energy_ev=-7.02 total_charge=+2 homo_ev=-16.616
C -2.8423 -3.0158 1.1081 -0.65
C -1.8127 -2.0568 0.8238 -0.01
C -0.2923 -2.7293 0.2083 -0.44
C 0.7698 -1.6143 0.2788 -0.14
C 0.9461 -0.5778 1.1882 -0.11
N 2.0622 0.3371 1.1631 -0.44
C 3.1512 0.1981 1.8698 0.19
N -2.2553 -1.1415 -0.2426 -0.75
H -3.6660 -2.4482 1.6479 0.24
H -2.4988 -3.7324 1.8107 0.26
H -3.1308 -3.5333 0.0875 0.23
H -1.4394 -1.4917 1.6910 0.21
H -0.3836 -3.1632 -0.7471 0.23
H 0.0459 -3.5276 1.0359 0.27
H 1.4309 -1.8725 -0.5392 0.24
H 0.1669 -0.2988 1.9636 0.22
H 2.1586 0.8773 0.2672 0.48
H 3.3009 -0.5344 2.6727 0.23
H 4.0698 0.8045 1.7491 0.24
H -3.1145 -0.6080 -0.0825 0.43
H -1.5624 -0.4869 -0.6051 0.48
H -2.3634 -1.6949 -1.1693 0.47
H 0.2509 3.7917 -1.7566 0.53
H 0.3064 2.9622 -3.1844 0.50
O 0.0170 2.8509 -2.2403 -1.02
H 0.4331 1.8934 2.5945 0.48
H 1.3496 3.0762 3.1527 0.50
O 1.3437 2.2397 2.6967 -0.97
H -1.9349 1.9503 -1.1432 0.51
H -0.4338 1.5495 -1.2037 0.51
O -1.2542 1.2060 -0.8957 -1.01
H -1.8549 -1.0849 -3.5844 0.50
H -1.5781 -2.4143 -3.4147 0.48
O -1.6905 -1.7146 -2.8839 -0.95
H 2.7291 1.4148 -2.4036 0.50
H 4.2656 1.2535 -1.8195 0.51
O 3.2881 0.9561 -1.7034 -1.00
H -0.0139 4.1205 0.8321 0.47
H 1.4371 4.2931 0.5372 0.49
O 0.5990 3.9664 0.2409 -0.94

# 5
55
Properties=species:S:1:pos:R:3:mulliken_spin:R:1 method="wB97M-V/def2-TZVPD" spin_multiplicity=3 e_tot_ha=-4423.1625 s_squared=2.086 de_lowest_kcal_mol=31.4 orbital_gap_ev="6.6 / 7.5" lumo_energy_ev="-8.09 / -7.16" total_charge=+2 homo_ev="-14.646 / -14.645"
Mo 0.3253 0.5944 0.8043 2.08
C 1.5100 3.3238 1.8974 0.01
N 1.9100 1.9719 1.4019 -0.07
C 3.0682 2.1427 0.4833 0.02
C 2.3261 1.1519 2.5828 0.00
C 2.6748 -0.2761 2.1675 -0.02
N 1.7782 -0.6738 1.0505 -0.17
C 2.0341 -1.8666 0.3544 0.00
C 1.5176 -2.0058 -0.9351 0.00
F 0.8826 -0.9537 -1.4897 -0.01
C 1.6875 -3.1384 -1.6833 0.02
F 1.1691 -3.1765 -2.9040 0.00
C 2.3959 -4.2069 -1.1740 -0.04
C 2.9282 -4.0906 0.0932 0.02
F 3.6141 -5.0863 0.6243 0.00
C 2.7645 -2.9455 0.8479 -0.03
F 3.2875 -2.9167 2.0672 0.00
H 2.3688 3.8136 2.3549 0.00
H 0.7248 3.2326 2.6386 0.00
H 1.1638 3.9260 1.0640 0.00
H 3.8951 2.6005 1.0237 0.00
H 2.7844 2.8005 -0.3331 0.00
H 3.3880 1.1886 0.0762 0.00
H 1.5022 1.1556 3.2937 0.01
H 3.1796 1.6204 3.0695 0.03
H 2.5382 -0.9237 3.0247 -0.01
H 3.7135 -0.3620 1.8603 -0.01
H 2.5413 -5.1093 -1.7562 0.00
N 0.2859 1.7051 -1.2581 0.01
N -0.8489 2.4970 -1.5308 0.00
C -1.7190 2.7240 -0.5241 0.00
N -2.8539 3.3538 -0.7320 0.00
N -1.2444 2.2151 0.6030 0.00
N -1.9011 2.2885 1.8090 -0.03
O -1.2678 1.6859 2.6902 0.04
O -2.9144 2.9221 1.9773 0.00
H 1.1169 2.2265 -1.5115 0.01
H 0.2509 0.8729 -1.8415 -0.01
H -1.1133 2.6709 -2.4855 0.00
H -3.1078 3.6829 -1.6497 0.00
H -3.4695 3.5318 0.0417 0.00
Br -3.5703 0.7202 -3.7495 0.00
C -3.5515 -0.7571 -2.5602 0.00
C -4.3257 -1.8758 -2.8136 0.00
C -4.2979 -2.9329 -1.9105 0.00
C -3.5045 -2.8779 -0.7761 0.00
C -2.7245 -1.7521 -0.5503 -0.01
C -2.7514 -0.6891 -1.4426 0.00
C -1.8584 -1.7134 0.6415 0.02
O -1.7624 -2.5136 1.4993 0.01
O -1.0545 -0.5300 0.7022 0.14
H -4.9425 -1.9285 -3.7005 0.00
H -4.9062 -3.8081 -2.1015 0.00
H -3.4844 -3.6925 -0.0641 0.00
H -2.1528 0.1843 -1.2671 0.02

# 6
10
Properties=species:S:1:pos:R:3:nbo_charge:R:1 method="wB97M-V/def2-TZVPD" spin_multiplicity=1 e_tot_ha=-490.1352 de_lowest_kcal_mol=48.8 orbital_gap_ev="5.5 / 5.5" lumo_energy_ev="-2.33 / -2.34" homo_ev="-7.800 / -7.797"
C 1.4861 0.0389 -0.9003 -0.23
C 0.8049 -0.1639 0.1897 -0.33
C -0.6140 -0.5565 0.3024 0.44
O -1.1106 -0.8288 1.4894 -0.63
I -2.0978 2.3875 -0.4169 -0.70
H 2.4755 0.3716 -1.0083 0.22
H 1.1881 0.2064 -1.9628 0.23
H 1.1836 -0.2334 1.2348 0.24
H -1.2281 -0.6342 -0.5513 0.21
H -2.0877 -0.5877 1.6234 0.55